Record 1
{"formula": "C40H35BO5", "method": "ωB97M-V/def2-TZVPD", "total_energy_ha": -1945.760714, "e_lumo_ev": -1.4, "relative_energy_ev": 11.114, "max_force_ev_per_a": 7.00, "homo_ev": -4.56, "symbols": ["C", "O", "C", "C", "C", "C", "C", "C", "C", "C", "C", "C", "C", "C", "C", "C", "C", "C", "C", "B", "C", "C", "C", "C", "C", "O", "C", "C", "C", "C", "C", "O", "C", "C", "H", "H", "H", "H", "H", "H", "H", "H", "H", "H", "H", "H", "H", "H", "H", "H", "H", "H", "H", "H", "H", "H", "H", "H", "H", "C", "C", "C", "C", "C", "C", "C", "C", "C", "C", "O", "O", "H", "H", "H", "H", "H", "H", "H", "H", "H", "H"], "coordinates": [[3.942, 5.927, -0.285], [2.565, 5.761, 0.169], [1.964, 4.572, -0.132], [0.555, 4.511, -0.207], [-0.053, 3.310, -0.555], [0.639, 2.067, -0.419], [-0.003, 0.594, -0.289], [-1.293, 0.845, -1.177], [-2.623, 1.128, -0.876], [-3.537, 1.403, -1.885], [-3.173, 1.365, -3.224], [-1.881, 0.992, -3.556], [-0.960, 0.759, -2.551], [0.333, 0.112, -2.714], [0.932, -0.382, -3.892], [2.121, -1.087, -3.788], [2.772, -1.151, -2.562], [2.229, -0.579, -1.415], [0.822, -0.240, -1.368], [0.223, -1.868, -1.688], [0.881, -2.664, -0.493], [1.926, -2.581, 0.501], [2.468, -3.904, 0.577], [1.525, -4.701, -0.057], [1.569, -6.029, -0.565], [0.461, -3.945, -0.493], [-1.324, -1.992, -1.212], [-2.307, -1.716, -0.199], [-3.572, -2.260, -0.584], [-3.302, -2.851, -1.806], [-4.086, -3.491, -2.825], [-1.974, -2.725, -2.136], [2.008, 2.155, -0.146], [2.679, 3.362, -0.298], [4.173, 6.961, -0.045], [4.650, 5.262, 0.236], [4.012, 5.757, -1.371], [-0.032, 5.423, -0.113], [-1.103, 3.299, -0.840], [-3.026, 1.103, 0.134], [-4.547, 1.647, -1.564], [-3.884, 1.631, -4.002], [-1.585, 0.876, -4.592], [0.472, -0.271, -4.885], [2.560, -1.559, -4.658], [3.717, -1.694, -2.518], [2.870, -0.508, -0.531], [2.351, -1.757, 1.104], [3.454, -4.214, 0.943], [2.387, -6.093, -1.284], [1.710, -6.734, 0.247], [0.619, -6.180, -1.069], [-2.227, -1.231, 0.774], [-4.562, -2.239, -0.082], [-5.056, -3.908, -2.507], [-4.271, -2.780, -3.656], [-3.425, -4.283, -3.199], [2.573, 1.267, 0.132], [3.761, 3.343, -0.292], [-2.917, -0.853, 5.678], [-1.855, -1.021, 4.718], [-0.819, -1.915, 4.665], [0.013, -1.461, 3.590], [-0.600, -0.352, 3.005], [-0.190, 0.457, 1.863], [-0.967, 1.677, 1.803], [-0.143, 2.713, 2.184], [1.157, 2.176, 2.280], [2.416, 2.814, 2.491], [1.184, 0.847, 2.121], [-1.725, -0.068, 3.728], [-2.768, -1.620, 6.436], [-2.835, 0.141, 6.125], [-3.907, -0.990, 5.246], [-0.685, -2.785, 5.315], [0.843, -1.993, 3.125], [-2.003, 1.665, 1.499], [-0.431, 3.751, 2.277], [2.437, 3.732, 1.904], [2.431, 3.105, 3.537], [3.249, 2.165, 2.195]], "forces_ev_per_angstrom": [[-0.8, -0.2, 0.2], [0.9, 0.1, -0.6], [-0.3, -1.1, -0.5], [0.8, 0.1, -0.8], [0.0, -1.1, 0.0], [0.3, -1.1, 1.6], [0.6, 1.4, -5.9], [0.9, -0.6, 0.4], [-0.2, 0.3, 0.2], [-0.1, 0.1, 0.7], [0.2, 0.1, -0.5], [-0.5, 0.2, -0.3], [0.4, -0.9, 0.3], [-1.3, -0.7, 0.4], [0.3, -0.7, -0.4], [-0.5, 0.6, -0.7], [0.4, 0.3, 1.1], [1.0, -0.2, -0.4], [0.2, 2.1, 0.5], [-1.7, 2.1, 6.5], [0.9, 1.4, 0.8], [0.3, -0.1, -1.3], [-1.6, -0.5, -0.1], [0.5, 2.4, 1.2], [-0.3, -1.5, -0.2], [2.1, -1.9, -0.9], [-1.8, 0.2, 0.3], [1.5, -0.2, -0.2], [0.8, -0.7, -1.6], [0.4, 0.9, 1.8], [-0.6, -0.8, -1.5], [-2.3, -0.3, -0.7], [-0.1, 0.2, -2.0], [-0.1, 0.8, 0.6], [0.1, 0.0, -0.1], [-0.4, 0.2, -0.1], [-0.1, 0.0, 0.3], [0.2, -0.1, -0.1], [0.1, 0.1, 0.3], [0.2, 0.0, -0.2], [0.1, -0.1, -0.3], [0.0, -0.2, 0.1], [-0.1, 0.0, 0.0], [0.1, 0.1, 0.7], [0.0, 0.1, 0.0], [0.0, 0.5, 0.2], [-0.4, -0.3, -0.4], [-0.4, -0.2, -1.1], [-0.8, 0.1, 0.1], [0.0, -0.3, 0.0], [0.1, -0.5, -0.1], [0.0, -0.5, -0.1], [0.7, 0.1, -0.5], [1.1, 0.1, -0.4], [0.5, 0.2, 0.1], [0.0, -0.4, 0.2], [-0.6, -0.1, -0.3], [-0.1, 0.4, -0.4], [0.0, 0.2, 0.2], [-0.7, 0.1, 0.7], [1.7, -0.3, -1.2], [-0.2, 0.8, -0.3], [-0.5, 0.1, -1.3], [0.7, -3.4, 0.7], [0.0, 2.4, 1.0], [0.5, -0.9, 1.4], [0.8, -0.5, 0.1], [-2.2, -0.4, -0.2], [1.1, 1.2, 0.6], [-1.8, 0.2, 0.4], [-0.2, -0.3, 0.2], [-0.2, 0.1, 0.2], [-0.3, -0.1, 0.1], [-0.1, 0.1, 0.0], [0.0, 0.5, -0.3], [-0.2, 0.3, 0.4], [0.1, 0.2, 0.6], [0.3, -0.1, -0.1], [0.3, -0.1, 0.5], [0.6, -0.1, 0.4], [-0.1, 0.3, 0.4]], "mulliken_charge": [-0.7800, -0.4670, 0.4733, -1.1209, -0.5574, 0.5510, 0.6687, 1.3452, 0.1160, -1.0239, -1.1536, -0.5609, 0.2054, -0.1582, -0.5007, -1.0717, -1.1573, 0.3538, -0.0171, 0.8635, 0.9563, -0.4304, -1.4027, 0.3738, -1.4192, -0.2400, 1.3216, -0.5117, -1.3234, 0.6503, -1.4073, -0.5387, -0.6985, -1.0540, 0.2860, 0.2712, 0.3130, 0.4922, 0.3407, 0.0926, 0.4337, 0.4106, 0.4100, 0.3776, 0.4281, 0.4002, 0.4184, 0.5492, 0.3967, 0.2959, 0.3690, 0.3208, 0.5057, 0.3540, 0.3580, 0.2405, 0.3225, 0.8936, 0.1974, -1.2813, 0.4946, -0.8810, -0.5642, -0.0801, 2.0036, -0.4243, -1.5083, 0.6478, -1.4750, -0.3752, -0.5056, 0.3415, 0.3002, 0.2802, 0.4136, 0.4771, 0.6866, 0.4961, 0.4036, 0.5031, 0.2850]}


Record 2
{"formula": "C40H35FN3O6Rh", "method": "ωB97M-V/def2-TZVPD", "total_energy_ha": -2371.476330, "spin_multiplicity": 5, "e_lumo_ev": [4.4, 4.4], "relative_energy_ev": 0.311, "charge": -2, "max_force_ev_per_a": 0.81, "homo_ev": [-1.67, -1.59], "symbols": ["Rh", "O", "C", "O", "C", "O", "O", "C", "C", "C", "C", "C", "C", "C", "C", "C", "C", "C", "C", "N", "C", "C", "C", "C", "C", "C", "F", "H", "H", "H", "H", "H", "H", "H", "H", "H", "H", "H", "H", "H", "H", "H", "H", "H", "H", "H", "H", "H", "O", "C", "N", "C", "O", "C", "C", "C", "C", "C", "C", "H", "H", "H", "H", "C", "C", "C", "C", "C", "C", "N", "C", "C", "C", "C", "C", "C", "H", "H", "H", "H", "H", "H", "H", "H", "H", "H"], "coordinates": [[-0.741, -0.263, 1.010], [-0.917, -2.573, 4.980], [-0.866, -1.923, 3.978], [-0.134, -1.381, 3.181], [-2.805, -1.578, 3.287], [-3.573, -2.066, 4.061], [-2.704, -0.959, 2.250], [1.132, -3.989, 1.531], [0.302, -3.874, 0.251], [-1.105, -3.362, 0.530], [0.957, -3.102, -0.885], [1.129, -3.796, -2.081], [1.711, -3.211, -3.191], [2.106, -1.888, -3.113], [1.937, -1.143, -1.948], [2.358, 0.318, -1.965], [3.835, 0.516, -1.598], [2.105, 0.987, -3.320], [1.374, -1.754, -0.802], [1.269, -1.019, 0.418], [2.422, -1.029, 1.163], [3.528, -1.869, 0.891], [4.687, -1.875, 1.652], [4.826, -1.039, 2.750], [3.761, -0.198, 3.057], [2.618, -0.204, 2.295], [1.659, 0.664, 2.654], [0.678, -4.739, 2.186], [1.171, -3.051, 2.081], [2.156, -4.303, 1.316], [0.189, -4.894, -0.133], [-1.084, -2.286, 0.708], [-1.538, -3.820, 1.422], [-1.776, -3.506, -0.314], [0.795, -4.828, -2.129], [1.836, -3.773, -4.110], [2.542, -1.409, -3.983], [1.748, 0.825, -1.226], [4.474, -0.074, -2.266], [4.055, 0.224, -0.573], [4.105, 1.570, -1.719], [2.899, 0.739, -4.035], [2.090, 2.072, -3.194], [1.147, 0.696, -3.749], [3.464, -2.533, 0.038], [5.490, -2.549, 1.373], [5.726, -1.033, 3.351], [3.794, 0.488, 3.896], [-0.554, 1.687, -1.887], [-1.398, 0.823, -1.969], [-1.720, -0.133, -1.035], [-2.776, -0.878, -1.494], [-3.360, -1.782, -0.927], [-3.153, -0.387, -2.877], [-4.120, -0.807, -3.766], [-4.208, -0.125, -4.979], [-3.354, 0.936, -5.272], [-2.384, 1.348, -4.358], [-2.311, 0.659, -3.166], [-4.778, -1.632, -3.521], [-4.953, -0.421, -5.709], [-3.448, 1.447, -6.223], [-1.711, 2.171, -4.564], [-4.226, 2.765, 4.057], [-2.929, 3.154, 4.383], [-1.875, 2.864, 3.533], [-2.082, 2.182, 2.326], [-3.387, 1.804, 2.010], [-4.444, 2.085, 2.867], [-1.010, 1.847, 1.481], [-0.275, 2.902, 0.982], [-0.728, 4.238, 0.962], [0.044, 5.254, 0.415], [1.292, 4.998, -0.138], [1.751, 3.681, -0.129], [0.995, 2.667, 0.421], [-5.050, 2.975, 4.730], [-2.737, 3.672, 5.316], [-0.863, 3.152, 3.791], [-3.557, 1.261, 1.088], [-5.443, 1.757, 2.601], [-1.706, 4.474, 1.363], [-0.349, 6.267, 0.414], [1.890, 5.795, -0.565], [2.719, 3.437, -0.556], [1.365, 1.655, 0.422]], "forces_ev_per_angstrom": [[0.3, 0.7, -0.4], [0.0, 0.0, -0.1], [0.1, 0.0, 0.0], [-0.1, 0.0, 0.2], [-0.1, 0.0, 0.0], [0.0, 0.0, -0.1], [0.1, -0.1, 0.0], [0.0, 0.0, 0.0], [0.0, -0.1, 0.0], [0.0, 0.0, 0.0], [0.0, 0.0, 0.0], [0.0, 0.0, 0.0], [0.0, 0.0, 0.0], [0.0, 0.0, 0.0], [0.0, 0.0, 0.0], [0.0, -0.1, 0.0], [0.0, 0.0, 0.0], [0.0, 0.0, 0.0], [0.0, 0.0, 0.0], [0.0, 0.0, 0.0], [0.0, 0.0, 0.1], [0.0, 0.0, -0.1], [0.0, 0.0, 0.0], [0.0, 0.0, 0.0], [0.0, 0.0, 0.0], [0.1, -0.1, -0.1], [-0.3, 0.1, 0.0], [0.0, 0.0, 0.0], [0.0, 0.0, 0.0], [0.0, 0.0, 0.0], [0.0, 0.0, 0.0], [-0.1, -0.2, 0.0], [0.0, 0.0, 0.0], [0.0, 0.0, 0.0], [0.0, 0.0, 0.0], [0.0, 0.0, 0.0], [0.0, 0.0, 0.0], [-0.1, 0.0, 0.0], [0.0, 0.0, 0.0], [0.0, 0.0, 0.0], [0.0, 0.0, 0.0], [-0.1, 0.0, 0.0], [0.0, 0.0, 0.0], [0.0, 0.0, 0.0], [0.0, 0.0, 0.0], [0.0, 0.0, 0.0], [0.0, 0.0, 0.0], [0.0, 0.0, 0.0], [0.2, 0.1, 0.0], [-0.3, -0.1, 0.0], [0.0, 0.0, 0.1], [-0.1, 0.0, -0.1], [0.0, 0.0, 0.0], [0.0, -0.1, 0.1], [0.0, 0.0, 0.0], [0.0, 0.0, 0.0], [0.0, 0.0, 0.0], [0.0, 0.0, 0.0], [0.2, 0.1, 0.0], [0.0, 0.0, 0.0], [0.0, 0.0, 0.0], [0.0, 0.0, 0.0], [0.0, 0.0, 0.0], [0.0, 0.0, 0.0], [0.0, 0.0, 0.0], [0.0, 0.0, 0.0], [0.1, -0.1, 0.0], [-0.1, 0.0, 0.0], [0.0, 0.0, 0.0], [-0.1, 0.1, 0.0], [0.0, -0.2, 0.0], [0.0, 0.0, 0.0], [0.0, 0.0, 0.0], [0.0, 0.0, 0.0], [0.0, 0.0, 0.0], [0.0, 0.1, 0.0], [0.0, 0.0, 0.0], [0.0, 0.0, 0.0], [0.0, 0.0, 0.0], [0.0, 0.0, 0.0], [0.0, 0.0, 0.0], [0.0, 0.0, 0.0], [0.0, 0.0, 0.0], [0.0, 0.0, 0.0], [0.0, 0.0, 0.0], [0.0, -0.1, 0.1]], "lowdin_spin": [2.4376, 0.1561, 0.1862, 0.1701, 0.1916, 0.1685, 0.1754, 0.0019, 0.0030, 0.0350, 0.0053, -0.0006, 0.0051, -0.0005, 0.0050, 0.0003, 0.0004, 0.0002, 0.0057, 0.0946, 0.0086, 0.0116, -0.0001, 0.0113, -0.0003, 0.0096, 0.0067, 0.0002, 0.0017, 0.0001, 0.0011, 0.0118, 0.0028, 0.0006, -0.0001, 0.0004, -0.0001, -0.0004, 0.0000, 0.0000, 0.0001, 0.0000, 0.0000, 0.0000, 0.0005, -0.0002, 0.0009, -0.0003, 0.0015, 0.0038, 0.0642, 0.0077, 0.0017, 0.0033, 0.0006, 0.0002, 0.0001, 0.0003, 0.0020, 0.0000, 0.0001, 0.0000, 0.0000, 0.0109, -0.0005, 0.0106, 0.0085, 0.0123, 0.0004, 0.1158, 0.0087, 0.0137, -0.0001, 0.0133, -0.0002, 0.0111, 0.0008, -0.0003, 0.0004, 0.0009, -0.0002, 0.0006, -0.0003, 0.0010, -0.0003, 0.0002]}


Record 3
{"formula": "C40H36BrLuN3O2S2Sb", "method": "ωB97M-V/def2-TZVPD", "total_energy_ha": -6706.901427, "e_lumo_ev": 0.2, "relative_energy_ev": 1.314, "max_force_ev_per_a": 1.35, "homo_ev": -7.47, "symbols": ["Lu", "C", "N", "C", "C", "N", "C", "C", "C", "C", "C", "C", "C", "S", "C", "C", "C", "C", "C", "C", "S", "H", "H", "H", "H", "H", "H", "H", "H", "H", "H", "H", "H", "H", "H", "H", "H", "H", "H", "Br", "C", "C", "C", "C", "C", "N", "C", "O", "O", "H", "H", "H", "C", "C", "C", "C", "C", "C", "Sb", "C", "C", "C", "C", "C", "C", "C", "C", "C", "C", "C", "C", "H", "H", "H", "H", "H", "H", "H", "H", "H", "H", "H", "H", "H", "H", "H"], "coordinates": [[-0.426, -0.190, 1.303], [-3.627, -0.590, 1.438], [-2.518, -1.562, 1.257], [-2.647, -2.286, -0.021], [-2.285, -1.439, -1.226], [-0.845, -1.071, -1.321], [-0.796, -0.197, -2.518], [-0.069, -2.306, -1.525], [0.074, -2.824, -2.811], [0.754, -3.993, -3.097], [1.293, -4.694, -2.052], [1.184, -4.196, -0.778], [0.538, -2.971, -0.451], [0.659, -2.453, 1.210], [-2.584, -2.472, 2.374], [-3.262, -3.674, 2.298], [-3.371, -4.493, 3.391], [-2.736, -4.152, 4.575], [-2.032, -2.974, 4.662], [-1.924, -2.116, 3.560], [-1.060, -0.594, 3.729], [-4.575, -1.119, 1.275], [-3.526, 0.232, 0.728], [-3.563, -0.235, 2.471], [-3.653, -2.669, -0.146], [-1.974, -3.137, -0.023], [-2.879, -0.529, -1.223], [-2.560, -1.982, -2.122], [-1.321, -0.587, -3.361], [0.204, -0.032, -2.846], [-1.298, 0.745, -2.299], [-0.344, -2.268, -3.650], [0.842, -4.284, -4.144], [1.816, -5.633, -2.171], [1.582, -4.760, 0.041], [-3.764, -3.924, 1.355], [-3.992, -5.397, 3.318], [-2.861, -4.754, 5.465], [-1.523, -2.641, 5.579], [-3.223, 2.523, 3.103], [-1.425, 2.860, 3.525], [-1.175, 3.654, 4.626], [0.124, 3.766, 5.028], [1.117, 3.137, 4.277], [0.777, 2.376, 3.189], [-0.497, 2.220, 2.821], [1.861, 1.672, 2.411], [3.013, 1.978, 2.621], [1.434, 0.798, 1.547], [-2.015, 4.143, 5.118], [0.365, 4.326, 5.909], [2.165, 3.272, 4.498], [0.907, 2.130, -5.770], [2.023, 1.392, -5.370], [2.589, 1.557, -4.111], [2.040, 2.454, -3.212], [0.908, 3.182, -3.611], [0.351, 3.014, -4.860], [2.997, 2.843, -1.294], [3.518, 0.821, -0.887], [2.974, -0.299, -1.523], [3.487, -1.568, -1.307], [4.596, -1.727, -0.472], [5.116, -0.627, 0.207], [4.547, 0.627, 0.002], [0.974, 3.129, -0.490], [0.041, 2.131, -0.604], [-1.300, 2.326, -0.306], [-1.741, 3.572, 0.154], [-0.795, 4.584, 0.308], [0.543, 4.363, 0.006], [0.438, 1.926, -6.772], [2.455, 0.656, -6.041], [3.378, 0.925, -3.811], [0.387, 3.836, -2.904], [-0.526, 3.598, -5.109], [2.159, -0.144, -2.206], [3.007, -2.441, -1.765], [5.032, -2.709, -0.375], [5.879, -0.722, 0.968], [4.885, 1.459, 0.598], [0.336, 1.184, -1.015], [-2.002, 1.510, -0.471], [-2.795, 3.752, 0.396], [-1.080, 5.570, 0.637], [1.219, 5.187, 0.097]], "forces_ev_per_angstrom": [[0.2, 0.6, -0.3], [0.1, -0.5, 0.1], [-0.3, 0.1, -0.5], [0.6, 0.3, -0.3], [-0.2, 0.0, 0.6], [-0.4, -0.2, -0.1], [-0.3, 0.5, 0.7], [0.3, 0.1, 0.1], [-0.3, 0.5, -0.5], [-0.3, 0.6, -0.9], [0.4, -0.6, 0.6], [-0.6, 0.7, 0.4], [0.5, -0.7, -0.6], [0.1, -0.4, 0.0], [0.9, -0.1, 0.7], [-0.5, 0.4, -1.1], [-0.5, -1.0, 0.3], [-0.4, 0.0, 0.4], [0.6, 0.8, 0.1], [-0.3, -0.1, 0.1], [-0.1, -0.1, 0.3], [-0.1, 0.3, 0.0], [-0.1, 0.1, 0.1], [-0.1, 0.1, -0.3], [-0.4, 0.0, -0.2], [0.1, -0.2, 0.3], [0.0, 0.3, -0.1], [-0.1, -0.3, -0.3], [-0.5, -0.7, -0.6], [0.8, 0.3, 0.0], [0.3, 0.0, 0.0], [0.1, -0.2, 0.2], [0.0, -0.1, 0.4], [0.0, 0.0, -0.2], [0.3, -0.1, 0.4], [0.2, -0.1, 0.6], [0.4, 0.4, 0.1], [0.1, -0.2, -0.1], [-0.3, -0.4, -0.4], [-0.4, 0.1, -0.2], [0.6, -0.7, -0.4], [-1.0, 0.2, -0.1], [0.9, -0.2, -0.3], [0.2, 0.7, 0.6], [-0.4, 0.2, 0.2], [-0.6, -0.2, 0.0], [-0.3, -0.5, -0.8], [0.4, 0.1, 0.0], [0.1, 0.3, 0.6], [0.4, -0.2, 0.0], [0.2, 0.3, 0.2], [0.0, -0.2, 0.1], [0.0, -0.8, -0.8], [-0.2, -0.1, -0.4], [-0.9, 0.4, -0.5], [-0.1, 0.5, 0.3], [0.1, -0.1, 0.7], [-0.3, 0.2, -0.3], [-0.8, 0.2, -0.2], [-0.6, -0.3, -0.4], [0.1, 0.3, 0.2], [0.0, -0.1, 0.0], [-0.2, 0.3, -0.1], [-0.6, -0.1, 0.0], [0.6, -0.1, 0.6], [0.9, 0.7, 0.5], [-0.7, -0.3, -0.2], [-0.1, 0.3, 0.3], [0.0, 0.1, 0.0], [-0.4, -0.3, 0.0], [0.0, -0.7, -0.4], [0.6, 0.4, 1.1], [-0.1, 0.1, 0.0], [1.0, -0.5, 0.1], [0.4, -0.1, -0.2], [-0.1, -0.1, -0.1], [-0.3, -0.2, -0.2], [0.3, 0.4, 0.1], [0.0, -0.1, 0.2], [0.2, -0.2, -0.2], [0.3, 0.1, 0.1], [0.3, -0.3, -0.1], [-0.2, 0.1, 0.0], [0.5, -0.1, -0.2], [-0.2, 0.1, 0.1], [0.4, 0.3, 0.1]], "mulliken_charge": [1.4165, -1.1771, 1.3712, -1.6657, -1.5629, 1.8761, -2.4465, -0.5650, -0.5852, -0.8835, -0.7704, -0.8727, 1.2727, -0.4784, -0.1972, -0.4099, -0.8958, -0.6254, -0.7518, 0.9166, -0.5849, 0.2483, 0.3601, 0.3511, 0.6124, 0.6982, 0.8378, 0.4073, 0.7254, 0.3810, 0.5489, 0.2772, 0.3943, 0.3832, 0.4677, 0.3004, 0.3767, 0.3787, 0.4229, -0.0603, -0.0539, -0.6216, -0.6237, -0.6316, 0.5996, 0.4078, -0.0289, -0.7327, -0.2385, 0.4481, 0.4565, 0.5667, -0.5335, -0.4985, -0.5234, 0.1127, -0.2930, -0.5549, 0.6452, -0.2964, 1.3195, -0.8034, -0.5335, -0.8576, -0.2290, -0.9582, 1.8055, 0.3487, -0.9539, -0.9247, -0.6736, 0.3197, 0.4000, 0.6363, 0.3367, 0.4174, -0.3216, 0.4307, 0.4093, 0.3857, 0.3624, -0.3190, -0.1371, 0.5012, 0.4382, 0.5026]}


> What is the formula in the second record?

C40H35FN3O6Rh